Molecular formula: C23H44N4S
Method: DFT, the ωB97M-V functional and the def2-TZVPD basis

Output
Highest occupied orbital energy = -8.02 eV
Total energy = -41353.68722 eV
Orbital gap = 6.78 eV
M = 408.70 u
Maximum force = 5.95 eV/Å
SMILES = CC(C)CCc1cccc2nsnc12.CCN(CC)CC.CCN(CC)CC

CARTESIAN COORDINATES (ANGSTROEM)
1 C 9.826524 0.462016 0.695978
2 C 9.228817 1.710526 -0.127289
3 C 8.719360 1.246828 -1.611262
4 C 8.149259 2.594440 0.665674
5 C 7.022796 1.753723 1.452493
6 C 5.608564 1.826324 0.684779
7 C 4.875060 3.172695 0.518567
8 C 3.455862 3.272934 -0.192200
9 C 2.838033 1.951033 -0.723183
10 C 3.613918 0.590227 -0.560970
11 N 3.267416 -0.748146 -0.980822
12 S 4.463044 -1.876186 -0.503746
13 N 5.640752 -0.870422 0.278477
14 C 5.020971 0.445525 0.149367
15 H 9.557297 0.494257 1.817088
16 H 10.954691 0.351834 0.517852
17 H 9.350070 -0.490506 0.235416
18 H 10.126481 2.415193 -0.342134
19 H 9.252793 0.269991 -1.935102
20 H 7.581559 1.181315 -1.691726
21 H 9.065243 2.082216 -2.338964
22 H 7.586467 3.214568 -0.139181
23 H 8.625584 3.388713 1.364143
24 H 7.263610 0.650283 1.615554
25 H 6.852690 2.289210 2.467480
26 H 5.393763 4.110531 0.949483
27 H 2.975752 4.301508 -0.274256
28 H 1.826988 1.944225 -1.253110
29 C -3.514566 0.053622 1.106402
30 C -2.076387 -0.437528 0.983697
31 N -1.079903 0.516819 1.459021
32 C 0.288675 0.149279 1.096133
33 C 0.862051 -1.131811 1.697981
34 C -1.250748 1.000333 2.825901
35 C -1.263586 -0.036549 3.948327
36 H -3.654106 1.003983 0.585004
37 H -4.194384 -0.677382 0.660798
38 H -3.815718 0.180064 2.149853
39 H -1.896826 -0.631091 -0.079861
40 H -1.990850 -1.404141 1.498559
41 H 0.960991 0.981376 1.333273
42 H 0.333637 0.058423 0.004142
43 H 1.139782 -0.996574 2.744549
44 H 1.773943 -1.411700 1.162620
45 H 0.171448 -1.974838 1.624774
46 H -2.187773 1.565716 2.874694
47 H -0.479472 1.747073 3.045934
48 H -1.859131 -0.918189 3.700671
49 H -1.698922 0.405154 4.849786
50 H -0.256200 -0.359591 4.211030
51 C -9.407229 -1.601598 -0.538245
52 C -7.917241 -1.400519 -0.791674
53 N -7.296393 -2.470792 -1.565898
54 C -5.835935 -2.401764 -1.575112
55 C -5.187635 -1.194957 -2.251152
56 C -7.911393 -2.774781 -2.854684
57 C -8.001195 -1.646337 -3.881192
58 H -9.598860 -2.557016 -0.043582
59 H -9.782715 -0.805782 0.110090
60 H -9.987969 -1.564685 -1.463838
61 H -7.432240 -1.351473 0.189680
62 H -7.771165 -0.419858 -1.264636
63 H -5.433844 -3.315974 -2.025676
64 H -5.491987 -2.430906 -0.534200
65 H -5.224705 -1.274141 -3.338672
66 H -4.130085 -1.142810 -1.974268
67 H -5.647328 -0.250402 -1.952464
68 H -8.924449 -3.148701 -2.671079
69 H -7.394228 -3.625747 -3.312085
70 H -8.317664 -0.698858 -3.439153
71 H -8.736484 -1.906991 -4.648340
72 H -7.052213 -1.491103 -4.394609

Forces on the atoms, in the same order (eV/Å):
C -0.7 -0.5 -0.6
C 0.9 0.4 -0.3
C 0.7 0.8 0.1
C -0.4 0.3 -0.8
C -1.2 1.0 -0.1
C -1.4 1.0 -0.4
C -0.4 -3.8 -0.7
C 1.5 -4.8 -0.1
C 2.5 1.8 1.4
C 2.0 -2.4 0.6
N 1.7 2.2 1.5
S -0.3 4.1 0.4
N -4.5 3.4 -1.9
C -0.3 1.6 0.3
H 0.7 0.0 -1.8
H -1.7 0.3 0.5
H 0.7 1.4 1.0
H -1.5 -1.1 0.4
H -1.1 1.6 0.6
H 1.6 -0.2 0.2
H -0.7 -1.5 1.0
H 1.0 -0.9 1.3
H -0.5 -1.6 -1.1
H -0.2 1.6 -0.2
H 0.3 -1.2 -1.5
H -1.0 -1.7 -0.8
H 0.5 -1.8 0.0
H 1.7 0.0 0.9
C 0.0 0.0 0.1
C -0.1 0.1 0.1
N 0.3 0.2 -0.1
C -0.1 0.0 -0.2
C 0.3 -0.1 0.1
C -0.3 0.1 0.0
C 0.1 0.0 0.3
H 0.1 0.0 0.1
H 0.1 0.0 0.0
H 0.0 0.0 -0.1
H 0.3 0.0 0.1
H -0.1 -0.1 0.0
H -0.2 0.0 0.1
H -0.2 0.0 0.0
H -0.1 -0.1 0.0
H -0.1 0.0 0.0
H 0.0 0.1 0.0
H 0.0 -0.1 -0.1
H 0.1 -0.1 -0.2
H 0.0 0.0 0.0
H 0.0 0.0 -0.1
H -0.1 -0.1 0.0
C 0.0 0.0 -0.1
C -0.1 -0.1 -0.1
N 0.3 -0.2 0.0
C 0.0 -0.1 0.2
C 0.2 0.1 -0.2
C -0.3 -0.1 0.1
C 0.0 0.0 -0.3
H 0.0 0.0 -0.1
H 0.1 0.0 0.0
H 0.0 0.0 0.1
H 0.2 -0.1 -0.2
H 0.0 0.1 0.1
H -0.2 0.0 0.0
H -0.2 0.0 0.0
H 0.0 0.1 0.1
H -0.1 0.0 0.0
H 0.0 -0.1 0.0
H 0.1 0.1 0.1
H 0.2 0.1 0.2
H 0.0 -0.1 0.0
H 0.0 0.0 0.1
H 0.0 0.1 0.1